{"formula": "C18H22Cl15FO2", "method": "ωB97M-V/def2-TZVPD", "species": ["C", "C", "C", "C", "C", "C", "O", "C", "C", "C", "C", "C", "C", "F", "C", "O", "H", "H", "H", "H", "H", "H", "H", "H", "H", "H", "H", "H", "H", "H", "H", "H", "H", "C", "Cl", "Cl", "Cl", "H", "C", "Cl", "Cl", "Cl", "H", "C", "Cl", "Cl", "Cl", "H", "C", "Cl", "Cl", "Cl", "H", "C", "Cl", "Cl", "Cl", "H"], "positions_angstrom": [[1.2309, 2.5740, -1.1945], [2.3388, 2.0752, -2.2550], [1.7787, 0.9728, -3.2845], [1.0293, -0.1379, -2.4287], [-0.2103, -0.6483, -2.9046], [-0.9313, -1.7276, -1.9593], [-1.5038, -2.7452, -2.3836], [-0.8145, -1.4067, -0.3864], [-2.0896, -1.6548, 0.5345], [-3.1845, -0.5144, 0.1431], [-4.6677, -1.1149, -0.0201], [-3.1125, 0.7716, 1.0997], [0.4225, -0.9015, 0.0863], [0.6050, -0.5544, 1.4409], [1.5699, -0.7204, -1.0243], [2.7566, -1.0458, -0.8185], [0.1759, 2.5968, -1.6513], [1.2157, 1.8918, -0.2681], [1.5364, 3.6027, -0.8154], [3.2141, 1.6085, -1.6876], [2.6789, 2.9723, -2.8818], [2.6114, 0.5520, -3.9536], [1.0219, 1.5128, -3.9629], [-0.7094, -0.3056, -3.8616], [-2.4963, -2.6856, 0.2262], [-1.8782, -1.5841, 1.6473], [-2.8719, -0.1491, -0.9020], [-4.6759, -2.1836, -0.4314], [-5.2729, -1.0652, 0.9555], [-5.2540, -0.4578, -0.7613], [-2.3187, 0.5563, 1.8999], [-2.7711, 1.7073, 0.5316], [-4.1286, 1.0397, 1.5657], [6.3155, 1.2378, -0.5383], [4.9175, 1.2504, 0.5469], [6.0591, 2.3537, -1.8827], [7.7926, 1.6475, 0.3451], [6.4267, 0.2351, -0.9448], [-1.0403, 3.8683, 2.2968], [-1.4344, 4.3155, 0.6305], [-2.5074, 3.4479, 3.1926], [0.1105, 2.5256, 2.3210], [-0.5787, 4.7258, 2.7807], [-1.6939, 1.1118, -6.9731], [0.0720, 1.2188, -6.9818], [-2.2446, 0.0326, -5.6835], [-2.4135, 2.7170, -6.7904], [-2.0166, 0.6984, -7.9259], [1.0220, -0.4077, 5.0477], [0.8257, -2.1544, 5.2570], [-0.5260, 0.4221, 5.2599], [2.2261, 0.2229, 6.1802], [1.3739, -0.2219, 4.0350], [0.3909, -6.4366, 6.0203], [-0.8511, -7.3425, 5.1445], [2.0067, -6.9698, 5.5366], [0.2019, -4.6980, 5.7481], [0.2704, -6.6314, 7.0834]], "forces_ev_per_a": [[0.48, -0.38, -0.09], [-0.24, -0.13, -0.23], [-0.06, 0.38, 1.09], [-2.71, -1.14, -1.40], [2.02, 0.16, 2.45], [-0.01, -0.59, -0.50], [1.35, 3.08, 1.30], [1.93, 0.78, 1.57], [-0.17, 0.34, -1.26], [-0.11, -0.10, -0.83], [-0.29, 0.57, -0.05], [0.31, -0.08, -0.10], [-2.61, -0.73, -1.89], [0.11, -0.78, -2.59], [1.73, -0.19, 0.64], [-3.71, 1.31, -0.72], [1.58, 0.08, 0.69], [-0.10, 0.92, -1.44], [-0.59, -1.26, -0.52], [-1.11, 0.91, -0.85], [-0.23, -1.29, 1.00], [-1.16, 0.50, 1.17], [0.92, -1.16, 0.99], [0.93, -0.68, 1.39], [0.60, 1.50, 0.69], [0.05, -0.35, -1.49], [-0.56, -0.57, 1.39], [0.12, 1.53, 0.64], [1.07, -0.27, -1.28], [0.89, -0.96, 1.05], [-1.34, 0.55, -0.90], [-0.44, -1.42, 0.75], [1.56, -0.61, -0.54], [-0.05, -0.02, 0.10], [0.15, -0.04, -0.05], [0.07, -0.04, -0.01], [-0.10, -0.06, -0.09], [-0.05, 0.18, 0.10], [-0.01, -0.07, 0.03], [0.04, 0.05, 0.12], [0.14, 0.11, 0.00], [-0.07, 0.15, 0.02], [-0.09, -0.16, -0.10], [0.01, 0.10, 0.01], [-0.13, -0.04, -0.03], [-0.17, 0.06, -0.31], [0.05, -0.15, -0.05], [0.06, 0.06, 0.19], [-0.06, 0.06, -0.01], [0.35, 1.12, -0.26], [0.08, -0.06, -0.04], [-0.07, -0.04, -0.12], [-0.07, -0.05, 0.17], [0.00, -0.05, -0.06], [0.08, 0.05, 0.11], [-0.12, 0.04, 0.08], [-0.26, -1.12, 0.28], [0.02, 0.04, -0.20]], "fmax_ev_per_a": 4.0, "gap_ha": 0.3226}



{"formula": "C30H47N2OP2PdSi", "method": "ωB97M-V/def2-TZVPD", "species": ["Pd", "C", "N", "C", "C", "C", "N", "C", "C", "H", "H", "H", "H", "H", "H", "H", "H", "H", "H", "H", "H", "H", "H", "H", "H", "C", "P", "C", "C", "C", "P", "C", "C", "H", "H", "H", "H", "H", "H", "H", "H", "H", "H", "H", "H", "H", "H", "H", "H", "O", "Si", "C", "C", "C", "C", "C", "C", "C", "C", "C", "C", "C", "C", "C", "C", "C", "C", "C", "C", "H", "H", "H", "H", "H", "H", "H", "H", "H", "H", "H", "H", "H", "H", "H"], "positions_angstrom": [[0.2635, 0.1276, 0.1553], [1.7036, 1.6212, -2.0078], [0.2957, 1.3407, -1.6480], [-0.4437, 2.6159, -1.5805], [-0.3599, 0.4767, -2.6533], [0.2639, -0.8945, -2.6700], [0.1839, -1.5183, -1.3220], [-1.1000, -2.2349, -1.1834], [1.2939, -2.4818, -1.1714], [1.7589, 2.0347, -3.0199], [2.3082, 0.7199, -1.9594], [2.1139, 2.3487, -1.3153], [-0.4240, 3.1163, -2.5537], [0.0222, 3.2749, -0.8525], [-1.4756, 2.4228, -1.2940], [-0.2933, 0.9374, -3.6454], [-1.4160, 0.4163, -2.3832], [1.3082, -0.8533, -2.9734], [-0.2521, -1.5238, -3.4009], [-1.1450, -3.0602, -1.9007], [-1.9224, -1.5470, -1.3574], [-1.1920, -2.6302, -0.1753], [1.2667, -3.2222, -1.9766], [1.2022, -3.0117, -0.2271], [2.2476, -1.9584, -1.2067], [-0.1448, -2.7409, 2.2918], [0.7653, -1.2109, 1.9506], [2.5177, -1.6385, 2.1179], [0.4087, -0.1748, 3.4051], [1.1343, 1.1482, 3.2261], [0.6835, 1.8632, 1.5992], [2.0607, 2.9955, 1.2778], [-0.7475, 2.9158, 1.9672], [0.0950, -3.0634, 3.3066], [0.1321, -3.5430, 1.6095], [-1.2170, -2.5639, 2.2120], [2.6940, -2.0516, 3.1131], [3.1458, -0.7614, 1.9730], [2.8053, -2.3877, 1.3816], [0.6880, -0.6781, 4.3334], [-0.6749, -0.0196, 3.4239], [2.2191, 1.0243, 3.2450], [0.8869, 1.8487, 4.0257], [2.2120, 3.6097, 2.1678], [1.8623, 3.6584, 0.4374], [2.9711, 2.4312, 1.0774], [-0.5491, 3.4787, 2.8803], [-1.6330, 2.2947, 2.0985], [-0.9295, 3.6195, 1.1562], [-2.2081, 0.1756, 0.3850], [-3.6489, 0.7497, 0.4477], [-5.1002, -0.4450, 0.6476], [-4.8874, -1.7711, 1.1335], [-5.9342, -2.6499, 1.1722], [-7.2243, -2.2115, 0.8265], [-7.4674, -0.9082, 0.3888], [-6.4299, -0.0095, 0.3439], [-4.0179, 2.1571, -0.6755], [-4.3287, 1.8978, -2.0163], [-4.5736, 2.9351, -2.9031], [-4.5067, 4.2517, -2.4639], [-4.2002, 4.5297, -1.1378], [-3.9577, 3.4898, -0.2523], [-4.5354, 0.8596, 2.1312], [-4.0748, 0.0445, 3.2045], [-4.5454, 0.2753, 4.4705], [-5.5433, 1.2408, 4.6726], [-6.0663, 1.9905, 3.6145], [-5.6121, 1.7708, 2.3368], [-3.8866, -2.0875, 1.3956], [-5.7829, -3.6772, 1.4744], [-8.0552, -2.9003, 0.9238], [-8.4678, -0.6071, 0.1092], [-6.5990, 1.0043, 0.0085], [-4.3868, 0.8752, -2.3786], [-4.8306, 2.7202, -3.9318], [-4.6953, 5.0617, -3.1557], [-4.1583, 5.5553, -0.7960], [-3.7147, 3.7285, 0.7795], [-3.3253, -0.7126, 3.0188], [-4.1694, -0.2938, 5.3098], [-5.9397, 1.3877, 5.6701], [-6.8422, 2.7215, 3.7976], [-6.0190, 2.3363, 1.5106]], "forces_ev_per_a": [[0.92, -0.19, -0.46], [-0.04, -0.01, -0.19], [-0.10, 0.12, 0.39], [-0.03, -0.01, -0.13], [0.01, 0.01, -0.08], [-0.10, -0.04, -0.03], [-0.02, 0.12, 0.40], [-0.01, -0.04, -0.15], [-0.02, -0.06, -0.19], [0.00, 0.00, 0.00], [0.00, 0.00, 0.02], [0.01, -0.01, 0.01], [-0.01, 0.00, 0.00], [0.02, 0.02, -0.03], [0.02, 0.00, 0.01], [0.02, 0.00, 0.00], [0.00, 0.00, 0.02], [0.00, 0.04, 0.02], [0.04, -0.04, 0.00], [0.00, 0.00, 0.00], [0.00, 0.00, 0.03], [0.00, 0.00, -0.01], [0.00, 0.01, 0.00], [0.00, 0.00, -0.01], [0.00, 0.00, 0.03], [0.05, -0.04, -0.07], [-0.19, 0.44, 0.05], [-0.04, -0.14, 0.02], [0.03, -0.12, 0.15], [-0.10, 0.17, 0.07], [0.13, -0.35, 0.17], [-0.10, 0.08, -0.04], [0.01, 0.05, -0.04], [-0.01, -0.02, 0.00], [-0.01, 0.00, 0.00], [0.00, 0.03, 0.01], [0.03, 0.01, -0.01], [-0.01, 0.01, -0.01], [0.00, 0.02, -0.02], [0.04, -0.01, -0.02], [0.01, 0.00, 0.01], [-0.01, -0.08, 0.01], [0.02, 0.05, -0.04], [0.02, 0.01, -0.01], [0.00, 0.02, 0.01], [0.00, -0.01, 0.01], [-0.01, 0.03, -0.02], [0.03, -0.03, 0.03], [-0.04, -0.03, -0.02], [-0.67, -0.29, 0.54], [2.16, 0.80, -1.80], [-0.48, 0.87, 1.79], [-0.05, -0.12, -0.07], [0.02, -0.11, -0.21], [0.04, 0.01, 0.06], [0.00, 0.00, -0.21], [-0.09, -0.28, -0.21], [-0.53, 0.11, 0.16], [-0.03, -0.10, -0.01], [0.03, 0.03, 0.00], [0.02, -0.02, 0.00], [0.05, 0.00, -0.03], [0.00, 0.00, 0.10], [-1.28, -1.47, -0.58], [0.00, 0.13, 0.17], [0.14, 0.14, 0.09], [-0.01, -0.07, -0.06], [0.11, 0.18, 0.03], [0.08, 0.13, 0.24], [-0.02, 0.03, 0.05], [0.01, 0.01, 0.02], [0.00, -0.01, -0.03], [0.00, 0.01, 0.01], [-0.01, 0.00, 0.03], [-0.03, 0.00, 0.00], [0.03, -0.01, -0.01], [-0.03, 0.00, 0.01], [0.01, 0.00, 0.00], [-0.04, 0.00, 0.01], [0.00, 0.03, 0.00], [-0.01, 0.00, 0.00], [-0.01, 0.00, 0.00], [0.01, 0.00, 0.01], [0.01, -0.01, 0.00]], "fmax_ev_per_a": 2.9, "gap_ha": 0.1996, "total_charge": 3}



{"formula": "C17H13F3N3O9S2", "method": "ωB97M-V/def2-TZVPD", "species": ["C", "C", "O", "C", "C", "S", "C", "C", "C", "C", "C", "C", "O", "O", "H", "H", "H", "H", "H", "H", "H", "H", "H", "H", "H", "O", "S", "O", "C", "F", "F", "F", "C", "C", "C", "N", "O", "O", "N", "C", "C", "N", "O", "O", "C", "H", "H"], "positions_angstrom": [[-4.5935, -1.0323, 2.9651], [-3.8591, -0.5856, 1.7300], [-2.7119, 0.1585, 2.2440], [-1.6230, 0.1913, 1.4273], [-1.0930, 1.5725, 1.1135], [0.7046, 1.6508, 0.8543], [1.5197, 0.2956, 1.6466], [1.6389, -0.9013, 0.9074], [2.4489, -1.9265, 1.3606], [3.1741, -1.7572, 2.5466], [3.0861, -0.5612, 3.2693], [2.2711, 0.4741, 2.7999], [1.2114, 2.8718, 1.5284], [-1.2102, -0.8247, 0.8734], [-5.4961, -1.5228, 2.6350], [-3.9929, -1.7586, 3.4992], [-4.8510, -0.1935, 3.6105], [-3.4461, -1.4199, 1.1328], [-4.4833, 0.0939, 1.1056], [-1.2139, 2.2055, 1.9990], [1.0972, -0.9677, -0.0456], [2.5165, -2.8525, 0.7701], [3.8246, -2.5475, 2.8948], [3.6567, -0.4052, 4.1782], [2.2095, 1.4316, 3.2994], [-1.1490, 1.4281, -3.9607], [-1.9604, 1.0485, -2.8346], [-3.4079, 1.0892, -2.8222], [-1.5329, -0.7620, -2.5071], [-1.6655, -1.4448, -3.6740], [-0.2318, -0.8428, -2.1019], [-2.3410, -1.2816, -1.5879], [-1.4243, 2.1051, -1.3934], [-2.0546, 2.0750, -0.0401], [-2.4289, 3.4484, 0.3638], [-2.9832, 3.6796, 1.6301], [-3.8268, 3.1172, 2.2757], [-2.3276, 4.8211, 2.1447], [-1.3590, 5.3017, 1.2475], [-1.4539, 4.4539, 0.1754], [-0.4465, 4.2575, -0.8224], [0.7559, 5.0742, -1.0356], [0.8815, 6.1327, -0.4003], [1.5829, 4.6422, -1.8768], [-0.5640, 3.1581, -1.7030], [-2.9303, 1.3981, 0.0336], [0.0861, 3.0548, -2.5966]], "forces_ev_per_a": [[-0.13, -0.22, -0.46], [0.66, 0.12, 0.24], [0.35, 0.81, -0.89], [0.37, -2.02, -0.91], [-0.22, -1.15, 1.97], [1.05, 0.70, -2.02], [0.18, -1.49, 0.11], [-0.34, 0.67, -0.23], [0.05, -0.12, 0.02], [-0.18, 0.40, 0.10], [-0.23, -0.13, -0.58], [-0.27, -0.09, 0.00], [-0.44, 0.10, 0.50], [-0.64, 1.65, 0.82], [-0.51, -0.21, 0.09], [0.11, -0.04, 0.25], [0.08, 0.00, -0.07], [-0.50, 0.34, 0.24], [0.54, -0.36, 0.35], [-0.10, -0.10, -0.08], [0.29, -0.13, 0.55], [0.07, 0.49, 0.40], [0.02, -0.05, 0.05], [0.01, -0.12, -0.09], [0.07, 0.02, 0.08], [-0.44, -0.48, -0.01], [0.31, 2.23, 2.67], [0.57, -0.58, -0.51], [0.79, 0.43, -0.42], [0.10, 0.37, 1.07], [-1.33, -0.21, -0.36], [0.41, -0.02, -0.43], [0.16, -0.42, -2.17], [-0.99, -0.89, -0.07], [-0.63, 0.85, 2.67], [2.39, 0.97, -3.30], [-0.46, -0.31, 0.64], [-0.95, 0.01, -0.25], [-1.03, -1.87, -1.69], [1.70, 1.61, 2.48], [1.26, 0.13, -1.62], [-0.65, -0.13, -0.03], [-0.06, -1.33, -0.81], [-0.88, 0.95, 1.33], [-0.23, -1.24, 0.11], [0.32, 0.44, -0.47], [-0.63, 0.42, 0.73]], "fmax_ev_per_a": 4.2, "gap_ha": 0.2700, "total_charge": -1}



no.,energy (Ha)
1,-7852.11269
2,-2455.30096
3,-2592.76054